# 1
Molecular formula: C15H27N3O9
Method: DFT, wB97M-V/def2-TZVPD

Each line ends with the natural charge from an NBO analysis.
Atoms and positions in Å:
H1 3.509 -5.016 -1.330  0.18
O1 5.549 -0.705 1.264  -0.50
H2 -2.915 -6.020 -2.689  0.20
H3 -4.215 3.709 3.507  0.26
C1 -4.442 6.576 -1.213  -0.73
H4 -2.278 2.774 -2.186  0.26
H5 -2.439 -1.135 0.287  0.19
O2 2.704 -2.872 0.762  -0.62
N1 -2.538 6.996 0.530  -0.32
H6 6.921 -2.066 1.984  0.19
H7 3.338 2.566 1.274  0.19
H8 -5.422 6.467 -0.762  0.26
H9 6.054 -1.311 3.275  0.21
C2 4.036 -4.066 -1.220  -0.26
C3 -4.371 3.308 2.500  -0.71
H10 2.644 1.897 -0.229  0.20
H11 -0.727 -0.817 -0.140  0.21
C4 -3.365 6.819 -0.244  0.27
H12 -3.061 -6.248 -0.997  0.19
O3 -1.376 -2.666 -0.618  -0.49
O4 3.208 -2.968 -1.429  -0.53
H13 4.511 -4.090 -0.232  0.20
H14 -2.434 3.841 -0.706  0.25
H15 -2.986 2.218 -0.653  0.26
C5 -2.216 2.852 -1.102  -0.72
H16 0.832 -0.257 -2.129  0.21
H17 2.342 -0.980 -2.605  0.19
C6 1.434 -1.151 -2.020  -0.26
C7 -2.209 -3.666 -0.512  0.99
C8 3.033 1.657 0.753  -0.25
H18 -3.821 3.879 1.757  0.25
H19 2.220 1.248 1.355  0.20
H20 4.925 -4.080 -1.854  0.19
C9 4.727 0.254 1.658  0.99
C10 -0.938 2.234 -0.737  0.31
O5 -1.972 -4.550 -1.482  -0.50
H21 -4.507 7.526 -1.761  0.26
H22 0.973 -2.044 -2.441  0.20
N2 -3.234 0.968 2.777  -0.33
H23 5.150 -2.411 2.190  0.20
C11 -1.437 -1.550 0.254  -0.28
H24 -3.964 -4.947 -1.718  0.19
C12 2.578 -2.438 -0.339  1.00
O6 4.607 0.693 2.773  -0.64
N3 0.022 1.670 -0.468  -0.35
H25 -4.069 5.910 -1.986  0.26
C13 5.946 -1.664 2.250  -0.27
H26 -5.425 3.186 2.279  0.25
O7 -3.088 -3.808 0.298  -0.64
C14 -3.692 2.013 2.667  0.28
C15 -3.003 -5.463 -1.760  -0.26
O8 4.023 0.660 0.605  -0.50
H27 -0.966 -1.513 1.241  0.22
O9 1.822 -1.423 -0.676  -0.50

## Properties
SMILES: COC(=O)OC.COC(=O)OC.COC(=O)OC.CC#N.CC#N.CC#N
Max |F| in eV Å⁻¹: 2.25
Charge: 0
HOMO energy in Eh: -0.375

---

# 2
Molecular formula: C19H40HgOP2
Method: DFT, wB97M-V/def2-TZVPD

Each line ends with the natural charge from an NBO analysis.
Atoms and positions in Å:
H1 1.559 0.872 6.984  0.19
H2 1.891 0.558 -3.238  0.24
C1 -0.135 3.609 -3.062  -0.95
C2 2.528 -2.242 1.961  -1.22
H3 -2.912 -1.001 0.605  0.22
H4 2.065 -2.944 2.672  0.20
H5 0.951 -0.230 -0.960  0.16
C3 -0.003 -0.522 -0.463  -0.43
H6 2.434 1.709 -0.969  0.25
H7 2.287 -2.577 0.947  0.17
H8 2.230 -2.988 -1.960  0.28
C4 -0.793 0.738 -0.142  -0.44
H9 -4.224 -0.114 -1.886  0.21
O1 0.880 1.042 3.697  -1.02
H10 -0.543 -0.482 6.362  0.19
P1 0.269 -1.861 -2.777  1.62
H11 2.329 -2.615 -3.691  0.27
C5 -3.042 -1.230 -0.473  -0.49
C6 -2.290 0.697 -2.120  -0.66
H12 -0.141 1.422 0.421  0.23
C7 0.599 0.816 5.031  0.23
C8 1.752 2.558 -1.129  -1.01
C9 0.852 0.871 -3.444  -0.74
H13 -2.688 1.120 -3.069  0.18
H14 -1.126 -0.094 -3.484  0.35
H15 -0.068 -2.650 -0.768  0.23
H16 0.879 1.454 -4.378  0.26
C10 -0.219 2.046 5.453  -0.61
C11 -0.221 -0.448 5.307  -0.63
H17 0.335 2.956 5.200  0.21
P2 0.352 2.077 -2.162  1.55
H18 -0.648 -4.092 -2.897  0.26
H19 2.301 3.358 -1.653  0.25
H20 -0.516 4.343 -2.323  0.26
H21 2.518 1.606 5.682  0.21
H22 -3.630 0.831 -0.510  0.15
C12 -2.042 -2.100 -1.086  -0.08
H23 1.393 2.944 -0.165  0.29
C13 -0.633 -1.794 -1.204  -0.58
C14 -0.608 -3.228 -3.576  -0.97
C15 1.844 0.779 5.924  -0.63
H24 0.749 4.055 -3.559  0.24
H25 -0.425 2.051 6.532  0.18
H26 2.613 -1.318 -2.512  0.27
H27 -0.089 -3.526 -4.493  0.24
H28 -1.634 -2.930 -3.840  0.28
H29 -0.910 3.404 -3.825  0.26
H30 2.397 -0.161 5.818  0.19
C16 -1.251 1.486 -1.402  -0.50
H31 -1.122 -0.485 4.685  0.20
H32 -2.271 -3.148 -1.236  0.18
H33 3.617 -2.249 2.111  0.21
H34 -1.714 2.450 -1.155  0.20
H35 -1.668 0.521 0.479  0.24
C17 -0.072 -0.342 -3.701  -0.83
C18 -3.352 0.110 -1.268  -0.40
H36 0.301 -0.924 0.524  0.25
H37 0.360 -1.361 5.120  0.20
Hg1 1.850 -0.213 2.176  0.71
H38 -1.170 2.073 4.916  0.20
H39 -3.968 -1.849 -0.549  0.22
H40 -0.032 -0.617 -4.764  0.24
C19 2.022 -2.219 -2.715  -0.99

## Properties
Energy above the lowest of the compared OMol25 structures with the same formula, charge and spin in eV: 5.261
Max |F| in eV Å⁻¹: 3.26
Charge: 0
HOMO energy (alpha / beta) in Eh: -0.210 / -0.146

---

# 3
Molecular formula: C4H14N2O
Method: DFT, wB97M-V/def2-TZVPD

Each line ends with the natural charge from an NBO analysis.
Atoms and positions in Å:
N1 -1.168 -0.362 -0.913  -0.66
C1 1.283 0.252 1.131  -0.22
H1 -0.646 -0.888 -1.600  0.36
H2 -0.279 2.755 -1.885  0.46
C2 0.580 -1.042 0.704  -0.42
N2 2.585 0.018 1.803  -0.82
O1 0.320 2.112 -1.493  -0.98
H3 -1.466 -1.821 0.593  0.17
H4 -2.968 0.630 -1.442  0.19
H5 3.313 -0.072 1.097  0.35
H6 -3.188 -0.885 -0.521  0.19
H7 0.705 -1.798 1.480  0.20
C3 -0.902 -0.894 0.421  -0.21
H8 1.090 -1.411 -0.189  0.19
H9 1.483 0.857 0.253  0.22
H10 -0.259 1.356 -1.249  0.49
H11 -2.743 -0.975 -2.173  0.20
C4 -2.584 -0.371 -1.287  -0.41
H12 2.574 -0.875 2.283  0.34
H13 0.645 0.787 1.821  0.18
H14 -1.317 -0.189 1.150  0.19

## Properties
Energy above the lowest of the compared OMol25 structures with the same formula, charge and spin in eV: 1.160
SMILES: CNCCCN.O
Max |F| in eV Å⁻¹: 1.04
Charge: 0
HOMO energy in Eh: -0.337